DFT (the ωB97M-V functional and the def2-TZVPD basis) results for an isolated molecule of C2H5N3O4.

Cartesian coordinates (Å):
1 N -1.1221 -0.5742 -1.6071
2 C -0.9907 -0.6713 -0.2539
3 O -1.6315 -1.3291 0.4705
4 C 0.1439 0.4855 0.4552
5 N 0.0849 0.2003 1.8057
6 O -0.4246 1.6600 -0.0679
7 N 1.3973 0.0442 -0.2786
8 O 1.4243 0.2914 -1.4539
9 O 2.1231 -0.6925 0.3320
10 H -0.4149 -0.0564 -2.0747
11 H -1.4440 -1.3622 -2.0965
12 H 0.9351 0.4952 2.2785
13 H -0.0870 -0.7833 1.9955
14 H 0.0061 2.2923 0.4952

Atomic forces in eV per Å
0.495 0.708 1.231
1.838 2.468 -1.058
-1.024 -1.688 1.628
-4.047 -3.105 -2.664
0.946 1.036 0.579
1.529 -0.829 0.994
-0.866 0.300 0.721
0.985 0.428 -0.945
0.958 -0.322 0.124
0.413 0.446 -0.347
-0.761 -1.034 -0.402
-0.165 -0.142 0.163
-0.192 0.182 -0.200
-0.110 1.551 0.176

Output
**SMILES string**: NC(=O)[C@](N)(O)[N+](=O)[O-]
**Charge**: 0
**E**: -14812.2041 eV
**Gap between HOMO and LUMO**: 0.3687 Ha

Here are the Löwdin charges for atoms 1 to 6, given in e: 0.19 -0.41 0.12 -0.43 0.13 0.07